ORCA calculation (ωB97M-V/def2-TZVPD) on the molecule C4H7NO2.

Computed properties:
Spin multiplicity: 1
Frontier orbital gap: 10.735 eV
ΔE to the lowest compared entry with this formula, charge and spin: 0.0422 eV
SMILES: C[C@H]1CNC(=O)O1
Charge: 0
HOMO: -9.98 eV
Total energy: -9847.2375 eV
LUMO level: 0.75 eV

Positions of all 14 atoms, in Å:
C 0.149 1.357 1.172
C 0.649 0.384 0.124
C 0.169 -1.075 0.330
N -0.697 -1.244 -0.809
C -0.636 -0.203 -1.695
O -1.172 -0.119 -2.773
O 0.139 0.774 -1.158
H -0.943 1.303 1.245
H 0.436 2.374 0.893
H 0.587 1.128 2.150
H 1.742 0.427 0.054
H -0.383 -1.178 1.272
H 0.996 -1.795 0.333
H -1.034 -2.133 -1.136

Forces on the atoms, in the same order (eV/Å):
C 0.0 0.0 0.0
C 0.2 -0.1 0.2
C 0.0 0.0 0.1
N -0.1 0.0 -0.2
C -0.3 -0.1 -0.5
O 0.3 0.0 0.6
O -0.1 0.0 -0.2
H 0.2 0.0 0.0
H -0.1 -0.1 0.1
H -0.1 0.0 -0.1
H -0.2 0.0 0.0
H 0.1 0.0 -0.1
H -0.1 0.2 0.0
H 0.0 0.1 0.1



ORCA calculation (ωB97M-V/def2-TZVPD) on a cluster of 2 separate species, C4H7NO2 in total in a non-equilibrium geometry.

Computed properties:
Spin multiplicity: 1
Frontier orbital gap: 10.006 eV
ΔE to the lowest compared entry with this formula, charge and spin: 2.7655 eV
SMILES: [H]/N=C(/C)O.C=C=O
Charge: 0
HOMO: -9.31 eV
Total energy: -9844.5142 eV
LUMO level: 0.70 eV

Positions of all 14 atoms, in Å:
H 0.163 -2.325 1.233
N -0.077 -1.333 1.233
C 0.353 -0.586 0.380
C 0.561 0.857 0.688
O 1.100 -0.947 -0.724
H 0.063 1.016 1.551
H 0.300 1.539 -0.081
H 1.593 0.904 0.817
H 0.979 -1.925 -0.937
C -1.668 -0.016 -1.246
C -1.645 -1.240 -1.735
O -1.585 -2.395 -2.016
H -0.912 0.739 -1.499
H -2.655 0.301 -0.860

Forces on the atoms, in the same order (eV/Å):
H -0.3 0.2 -0.7
N -1.5 -2.4 3.2
C 2.8 1.1 -1.9
C -0.2 -1.2 -2.4
O -0.4 -1.6 -0.8
H -1.5 1.0 2.8
H -0.3 0.6 -0.7
H 1.9 0.4 0.5
H 0.2 1.8 0.6
C -1.2 0.3 -0.9
C 0.4 -2.1 -0.1
O -0.1 2.8 0.5
H -0.5 -0.7 0.0
H 0.8 -0.2 -0.1



ORCA calculation (ωB97M-V/def2-TZVPD) on the molecule C4H7NO2 in a non-equilibrium geometry.

Computed properties:
Spin multiplicity: 1
Frontier orbital gap: 10.582 eV
ΔE to the lowest compared entry with this formula, charge and spin: 0.9965 eV
SMILES: CC(=O)NCC=O
Charge: 0
HOMO: -9.86 eV
Total energy: -9846.2832 eV
LUMO level: 0.72 eV

Positions of all 14 atoms, in Å:
C 1.393 0.424 1.415
C 1.250 0.711 -0.076
O 2.213 1.186 -0.645
N 0.090 0.437 -0.707
C -1.112 -0.131 -0.154
C -1.677 -1.161 -1.150
O -2.731 -1.706 -1.034
H 1.059 1.342 1.907
H 2.427 0.274 1.687
H 0.839 -0.460 1.716
H 0.133 0.589 -1.694
H -1.898 0.593 0.050
H -0.936 -0.740 0.728
H -1.051 -1.359 -2.042

Forces on the atoms, in the same order (eV/Å):
C -0.7 0.1 -0.4
C 1.7 -0.1 1.1
O -0.2 0.1 -0.7
N -0.4 -0.2 0.4
C -0.3 -0.9 -0.9
C 0.1 0.6 -0.2
O -0.4 -0.1 0.3
H -0.2 -0.3 0.3
H 0.3 0.1 -0.3
H -0.2 0.2 0.3
H -0.1 0.2 -0.4
H 0.0 0.1 0.1
H 0.2 0.3 0.3
H 0.3 0.0 0.0



ORCA calculation (ωB97M-V/def2-TZVPD) on the molecule C4H7NO2 in a non-equilibrium geometry.

Computed properties:
Spin multiplicity: 1
Frontier orbital gap: 9.271 eV
ΔE to the lowest compared entry with this formula, charge and spin: 5.0861 eV
SMILES: C=C(/N=C\C)OO
Charge: 0
HOMO: -8.62 eV
Total energy: -9842.1936 eV
LUMO level: 0.66 eV

Positions of all 14 atoms, in Å:
C 1.886 0.513 -1.384
C 0.793 0.222 -0.684
N -0.462 0.519 -1.107
C -1.510 0.495 -0.383
C -1.895 -0.333 0.796
O 0.803 -0.328 0.626
O 2.107 -0.664 1.095
H 1.783 1.021 -2.324
H 2.859 0.211 -1.046
H -2.317 1.094 -0.801
H -1.531 -1.353 0.683
H -1.449 0.090 1.696
H -2.975 -0.333 0.929
H 1.907 -1.154 1.904

Forces on the atoms, in the same order (eV/Å):
C 0.0 -0.4 0.2
C 1.3 -1.1 1.1
N -0.6 1.5 0.6
C -0.6 -0.4 -1.1
C 0.3 0.2 0.5
O -0.5 0.0 -0.6
O 0.6 0.3 -0.5
H -0.1 0.0 -0.2
H 0.2 0.1 0.2
H -0.2 -0.1 -0.1
H 0.0 0.0 0.1
H 0.0 -0.1 0.2
H 0.0 0.0 -0.1
H -0.3 0.1 -0.1



ORCA calculation (ωB97M-V/def2-TZVPD) on the molecule C4H7NO2 in a non-equilibrium geometry.

Computed properties:
Spin multiplicity: 1
Frontier orbital gap: 9.752 eV
ΔE to the lowest compared entry with this formula, charge and spin: 4.0137 eV
Charge: 0
HOMO: -9.54 eV
Total energy: -9843.2660 eV
LUMO level: 0.21 eV

Positions of all 14 atoms, in Å:
O -0.945 -0.731 1.345
C -0.922 -0.054 0.117
C -0.068 1.238 0.294
O 1.070 0.955 1.096
C 1.995 -0.646 -0.295
N 1.077 -1.061 -0.909
C -0.369 -0.966 -0.997
H -0.139 -0.402 1.792
H -1.957 0.193 -0.174
H 0.198 1.661 -0.691
H -0.698 1.992 0.807
H 2.123 0.382 0.511
H -0.598 -0.585 -1.995
H -0.766 -1.977 -0.900

Forces on the atoms, in the same order (eV/Å):
O 0.2 0.1 0.1
C 0.2 0.1 -0.4
C 0.3 -0.1 -0.1
O 1.4 -0.3 -0.6
C -1.1 -1.0 -1.5
N 1.5 0.7 1.2
C -0.2 -0.1 -0.1
H -0.1 -0.2 0.1
H 0.3 0.0 0.1
H 0.0 -0.1 0.2
H 0.4 -0.3 -0.1
H -2.6 1.1 1.0
H -0.1 0.0 0.1
H -0.1 0.1 0.0



ORCA calculation (ωB97M-V/def2-TZVPD) on the molecule C4H7NO2 in a non-equilibrium geometry.

Computed properties:
Spin multiplicity: 1
Frontier orbital gap: 10.317 eV
ΔE to the lowest compared entry with this formula, charge and spin: 1.8004 eV
SMILES: O=C1CNC[C@@H]1O
Charge: 0
HOMO: -9.46 eV
Total energy: -9845.4793 eV
LUMO level: 0.85 eV

Positions of all 14 atoms, in Å:
O 0.415 -2.298 0.198
C 0.017 -1.159 0.135
C -1.390 -0.630 -0.378
N -1.303 0.813 -0.148
C 0.218 1.286 0.018
C 0.947 0.087 0.598
O 2.250 -0.130 0.101
H -1.575 -0.909 -1.436
H -2.163 -1.158 0.215
H -1.628 1.309 -0.967
H 0.117 2.148 0.679
H 0.743 1.606 -0.908
H 0.963 0.124 1.701
H 2.389 -1.089 0.192

Forces on the atoms, in the same order (eV/Å):
O -0.4 1.1 -0.2
C 0.0 0.4 0.2
C 1.5 -0.5 0.4
N 1.8 0.5 -0.2
C -1.4 -0.5 -0.3
C -1.2 -1.0 -0.2
O -0.3 -0.1 0.0
H 0.4 0.0 0.5
H 0.3 0.5 -0.1
H -0.3 0.0 0.1
H 0.4 -0.2 0.0
H -0.6 -0.3 0.2
H -0.2 -0.1 -0.3
H 0.1 0.2 -0.1



ORCA calculation (ωB97M-V/def2-TZVPD) on the molecule C4H7NO2.

Computed properties:
Spin multiplicity: 1
Frontier orbital gap: 10.915 eV
ΔE to the lowest compared entry with this formula, charge and spin: 0.4841 eV
SMILES: C[C@H]1CNC(=O)O1
Charge: 0
HOMO: -10.19 eV
Total energy: -9846.7956 eV
LUMO level: 0.72 eV

Positions of all 14 atoms, in Å:
C -1.517 -0.914 0.101
C -0.371 -0.225 -0.609
C 0.012 1.160 -0.029
N 1.391 0.997 0.404
C 1.673 -0.389 0.417
O 2.559 -0.936 1.005
O 0.778 -1.046 -0.361
H -1.228 -1.064 1.147
H -1.682 -1.899 -0.345
H -2.444 -0.336 0.065
H -0.533 -0.175 -1.692
H -0.612 1.399 0.841
H -0.094 1.977 -0.748
H 2.068 1.451 -0.196

Forces on the atoms, in the same order (eV/Å):
C -0.1 0.0 0.0
C -0.2 0.1 0.0
C -0.2 0.0 -0.1
N 0.0 -0.1 0.0
C 0.4 -0.2 0.1
O -0.2 0.2 -0.4
O 0.1 -0.1 0.2
H -0.1 0.1 -0.1
H -0.1 0.1 0.1
H 0.1 0.0 -0.1
H 0.1 -0.1 0.2
H 0.0 -0.1 -0.2
H 0.0 -0.2 0.0
H 0.1 0.2 0.3



ORCA calculation (ωB97M-V/def2-TZVPD) on the molecule C4H7NO2 in a non-equilibrium geometry.

Computed properties:
Spin multiplicity: 1
Frontier orbital gap: 8.093 eV
ΔE to the lowest compared entry with this formula, charge and spin: 5.3873 eV
SMILES: OOC1=CCNC1
Charge: 0
HOMO: -8.41 eV
Total energy: -9841.8924 eV
LUMO level: -0.32 eV

Positions of all 14 atoms, in Å:
O 2.402 -1.283 0.190
O 0.940 -1.853 -0.276
C 0.184 -0.734 -0.254
C 0.683 0.432 0.142
C -0.290 1.525 -0.112
N -1.446 0.866 -0.760
C -1.316 -0.582 -0.540
H 2.723 -2.176 0.311
H 1.546 0.468 0.787
H -0.576 2.004 0.829
H 0.128 2.310 -0.759
H -1.417 1.047 -1.757
H -1.702 -1.146 -1.391
H -1.906 -0.880 0.345

Forces on the atoms, in the same order (eV/Å):
O -2.9 -1.7 -1.1
O 2.2 0.7 1.0
C 0.4 1.2 0.3
C -0.4 0.1 0.3
C -0.2 0.3 0.2
N 0.0 -0.1 -0.1
C 0.2 -0.3 -0.2
H 0.5 -0.6 0.1
H 0.1 0.6 -0.5
H -0.2 0.1 0.0
H -0.2 -0.1 0.1
H 0.0 0.0 0.2
H 0.1 0.0 0.0
H 0.3 0.0 -0.2



ORCA calculation (ωB97M-V/def2-TZVPD) on the molecule C4H7NO2.

Computed properties:
Spin multiplicity: 1
Frontier orbital gap: 10.764 eV
ΔE to the lowest compared entry with this formula, charge and spin: 1.7566 eV
SMILES: NC(=O)C[C@H]1CO1
Charge: 0
HOMO: -9.92 eV
Total energy: -9845.5231 eV
LUMO level: 0.84 eV

Positions of all 14 atoms, in Å:
N -1.268 2.028 0.496
C -0.696 0.811 0.738
O -1.292 -0.078 1.315
C 0.699 0.586 0.207
C 0.868 -0.937 -0.006
C 0.195 -1.903 -0.913
O 1.476 -1.363 -1.209
H -2.274 2.033 0.569
H -0.837 2.715 -0.100
H 1.438 0.956 0.942
H 0.873 1.215 -0.676
H 1.219 -1.412 0.911
H -0.643 -1.668 -1.571
H 0.243 -2.982 -0.702

Forces on the atoms, in the same order (eV/Å):
N -0.1 0.0 0.0
C -0.2 -0.2 0.0
O -0.1 0.3 0.0
C -0.2 -0.3 -0.1
C 0.2 0.0 0.3
C -0.2 0.1 0.0
O 0.4 0.0 -0.2
H 0.1 0.2 0.2
H 0.0 -0.2 0.0
H -0.3 -0.4 -0.2
H -0.1 -0.6 -0.1
H 0.3 0.0 -0.2
H 0.3 0.4 0.1
H -0.1 0.5 0.4